C36H33N6O2PPdS2 | ωB97M-V with the def2-TZVPD basis set

The geometry in XYZ format:
```
81
C36H33N6O2PPdS2, DFT ωB97M-V with the def2-TZVPD basis set
C -4.26198 0.29701 0.45011
H -4.95780 -1.55948 -1.62899
C 3.02305 0.32268 1.96189
H -3.83532 3.63989 0.70278
S 0.06058 1.16666 -2.85321
C -3.00652 -0.00281 -0.06166
C 0.31972 3.05525 5.07076
C 4.26113 0.97011 1.90855
C -2.60971 -1.38973 -0.33903
C 2.85035 0.38138 -4.14984
H 2.12584 -1.50730 -6.13004
H 3.70924 -0.27277 -4.28405
C -1.21663 1.26696 4.54681
C 2.72174 2.54678 -0.49422
H 2.21715 -2.39374 -4.59691
H -5.54871 1.87684 1.13000
C -2.38041 2.21664 0.01711
C 2.88223 3.60328 -1.37027
H 2.00307 -1.51546 2.42847
C -5.65607 -3.46444 -0.94506
C 1.87389 2.67305 0.61915
H 3.26116 1.62113 -0.65802
H -0.25482 -1.69806 -6.22552
H 2.83568 0.76044 -3.13019
C -4.22123 -4.62442 0.61190
H 2.92909 1.22060 -4.83986
H 4.06322 -2.71707 3.03611
C 1.65562 -1.64448 -5.15904
C 2.17760 4.78584 -1.17649
H 0.76046 5.82985 0.05010
C -3.29517 -3.60160 0.53426
H -1.38314 2.53338 6.26502
C -4.57725 1.62234 0.72848
C -3.56285 -2.48514 -0.26765
C 0.46333 -0.17594 -3.84627
H -2.08830 0.66651 4.77154
H -2.39326 -3.63264 1.13003
S 1.61156 -1.66805 -1.14456
H -1.38580 -0.97718 -4.10785
C 5.34724 -1.04516 2.63874
H 6.25121 -1.57646 2.90532
C 1.30625 4.90800 -0.10127
C -0.77826 -0.13036 2.47656
N -1.31531 -1.57224 -0.63456
Pd -0.03050 0.12230 -0.62081
N -0.39749 -1.14858 -4.19063
H 1.76696 -4.41951 -1.41660
H 0.62724 3.85431 5.73189
N -2.07623 0.95778 -0.24921
N -0.91136 -2.77421 -0.90306
H -4.96681 -0.49331 0.65633
C 0.45572 -2.89512 -1.10986
H 6.37138 0.78975 2.20574
O 0.21299 -0.32181 1.60229
C 0.66281 1.73944 3.10402
N 0.80000 -4.16459 -1.30065
C 0.16233 -1.98478 -5.25979
H -4.03351 -5.47164 1.25730
C 5.41698 0.28205 2.24196
N 1.64181 -0.38792 -4.40072
C 1.14304 3.85956 0.78996
C 4.11798 -1.68681 2.71044
O -1.80609 -0.76636 2.46296
H 1.94798 3.36526 3.70220
C -5.39308 -4.56247 -0.13447
H 2.30563 5.61143 -1.86359
C -4.75591 -2.41640 -0.99808
H -1.59930 2.94793 -0.15673
C 1.06540 2.78154 3.93240
H 0.46564 3.96583 1.62740
C -0.81604 2.30655 5.37235
H -6.10879 -5.37191 -0.07950
C -0.46559 0.98330 3.41821
H 4.32507 2.01358 1.63296
C -3.63123 2.59809 0.49951
C 2.95617 -1.01254 2.37378
H 0.09435 -4.88472 -1.26229
H -0.03893 -3.03874 -5.08699
P 1.51568 1.22614 1.61110
H -6.56518 -3.42389 -1.52918
H 3.55900 3.51038 -2.20981
```

## Properties
⟨S²⟩: 6.04
HOMO-LUMO gap (alpha / beta) in eV: 5.6 / 5.8
E_HOMO (alpha / beta) in Eh: -0.4297 / -0.5091
Molecular weight in u: 783.2
Spin multiplicity: 5
Net charge: +2
Energy above the lowest of the compared OMol25 structures with the same formula, charge and spin in eV: 0.000

=====

C36H33N9O3RuS2 | ωB97M-V with the def2-TZVPD basis set

The geometry in XYZ format:
```
84
C36H33N9O3RuS2, DFT ωB97M-V with the def2-TZVPD basis set
H 0.50189 -3.69029 2.06558
H 1.39346 -2.20034 6.35319
H 1.16790 1.00555 -3.75076
H -3.69017 -0.74201 -1.24125
H 0.78389 6.35164 2.72834
C 0.89304 3.13278 -3.96344
C 2.25022 -2.31017 0.56577
C -2.62550 -1.66785 0.36469
O 2.43249 0.77532 0.18911
C 2.47822 -3.70472 -1.37972
C 1.68841 4.45162 -2.11928
C -2.87632 -3.43933 1.63676
H 5.93284 -0.94836 3.77802
O 0.98237 -0.21723 -1.43037
C 3.75185 -4.07582 -0.96277
H -4.36876 -4.71849 2.51383
C 0.90181 -0.95791 3.49434
C 5.88688 -2.50562 5.24747
H 5.26852 -3.84514 0.54002
H 6.95554 -2.65606 5.22985
C -0.99959 -4.91135 2.97235
N -3.54809 -2.50957 0.87785
C -2.96885 -0.46672 -0.45398
H 2.57947 3.34660 -0.50117
N -0.34763 1.89023 0.34621
H -0.27609 -5.50881 3.50809
C -0.55232 -3.87974 2.17337
H 5.54516 -3.99090 6.75183
C 0.11971 2.95915 1.07629
H 3.51781 -0.55042 3.84411
C 1.89016 2.07781 -2.06554
H -3.43710 0.27649 0.20556
N -1.28511 3.71595 -0.47058
C -1.86197 1.46602 -1.52462
C 1.06718 4.38166 -3.36307
H -4.54700 -2.47581 0.74325
C 1.29472 1.98254 -3.31078
H -1.84224 4.31474 -1.06018
H 1.86427 5.41250 -1.66119
H 1.17102 5.77851 -4.95997
S -0.38945 0.08734 2.92497
C 3.94665 -1.32793 4.45458
N 0.90330 -1.21836 4.77266
N 1.71007 -1.55005 2.61024
O 3.37813 -0.12382 -1.89335
C -1.50849 -3.11020 1.51648
C -2.35736 -5.20883 3.10248
H 1.89479 4.34057 3.55435
C 3.73120 -3.03482 6.16328
H -2.65949 -6.02826 3.73376
H 0.44642 3.07778 -4.94604
C 1.22863 4.25684 2.71138
N 1.45347 -1.51783 1.36565
H -1.35374 1.53984 -2.49563
C -0.48212 4.13175 0.57433
C -3.32020 -4.48709 2.42697
H -0.45761 5.48374 -4.38392
C 0.57713 5.60655 -4.06258
H 0.72324 -2.55731 -0.92914
C 3.53843 -2.69295 0.98501
C 4.27685 -3.56448 0.21864
H -1.30958 -0.51322 -1.66639
C 1.00941 3.01754 2.14315
C 0.59966 5.41028 2.23316
C 2.09890 3.30060 -1.46368
C 5.09053 -3.25175 6.11121
H -2.90618 1.77493 -1.66786
S 2.28150 0.53003 -1.26029
H 4.33646 -4.76298 -1.55542
C 1.72901 -2.82225 -0.63077
H 1.50588 2.12589 2.49704
N -1.75340 0.10963 -0.99773
C -0.25501 5.37415 1.14838
N -1.40003 -1.99073 0.71700
C -1.17170 2.37682 -0.56192
H -0.74160 6.26428 0.78117
C 5.30845 -1.54395 4.42768
C 3.13817 -2.07691 5.32223
H 2.06922 -4.11814 -2.28838
H 3.93648 -2.28036 1.89919
N 1.78379 -1.86313 5.47215
H 3.11288 -3.60553 6.84079
Ru 0.22961 -0.09876 0.61665
H 0.65572 6.48302 -3.42548
```

## Properties
HOMO-LUMO gap (alpha / beta) in eV: 4.8 / 4.7
E_HOMO (alpha / beta) in Eh: -0.4843 / -0.4814
Molecular weight in u: 804.9
Spin multiplicity: 1
Net charge: +2

=====

C36H34AlN6O8 | ωB97M-V with the def2-TZVPD basis set

The geometry in XYZ format:
```
85
C36H34AlN6O8, DFT ωB97M-V with the def2-TZVPD basis set
N -5.48531 -4.84545 2.81671
C 2.77916 -1.26580 1.78741
O -6.30485 -4.67223 1.95891
H -2.42908 -2.53292 -3.18857
H 1.24131 1.71770 5.46765
H -3.60397 -0.84420 1.54738
C -1.01099 3.38802 -3.52126
H -0.54135 4.11611 -5.46275
H 1.48839 -1.22955 -4.22937
C -0.15384 3.64774 -4.57173
N -0.87556 2.18506 0.05674
C -0.52386 2.82307 -2.33946
H -1.59410 -2.98498 -1.06062
C -4.53347 -2.67891 2.11117
C 3.80662 -1.19645 0.67537
O 2.65283 -0.16523 3.86751
H -2.66407 -0.15511 -4.09986
C 5.70706 -1.20458 -1.37971
H 1.86750 3.57012 -5.29402
H 6.84092 -2.47243 -0.09359
C -3.23379 -4.12882 3.55540
H -2.29483 1.99105 -1.47683
C -0.56181 2.86168 2.30523
C 1.81057 0.32177 3.02259
C -0.84258 3.53738 3.48558
C -2.20192 -3.20625 3.53641
H -3.15191 -5.04264 4.12371
C -2.05901 4.05764 -0.75782
C 0.68224 -0.85226 -3.60434
N 1.88369 1.60418 0.01362
H 2.22223 -2.20496 1.66224
C -1.61748 -1.91204 -1.24743
C -1.11608 3.07457 0.97425
H -1.60339 0.38227 -2.80365
H 4.45171 -0.86874 3.20122
C 0.72510 2.05787 4.58272
C 4.97892 -1.94614 0.78967
O -5.42386 -5.70906 3.64003
C -4.38378 -3.85352 2.83279
C -1.16984 -1.08668 2.74933
H 1.20328 2.01369 -1.36298
C 0.93517 1.44735 3.34813
H -1.30725 -3.39432 4.10754
H 4.37442 0.10715 -2.41267
H -1.54239 4.89062 -1.24751
H 2.74024 2.53786 -3.25433
H 5.14441 -2.54382 1.67125
O 0.16192 -0.34156 -0.79028
C -0.27013 -1.33348 -1.46107
O -1.03384 -0.39309 1.62544
H 0.02715 -2.64899 -2.89623
C -2.38319 -1.62896 -2.58081
O -0.37167 -0.97280 3.65069
C 0.81876 2.51171 -2.28608
C 3.40424 -1.18744 3.20629
C -3.49100 -1.77154 2.08693
C -0.19054 3.10444 4.63888
C -1.48701 2.67199 -1.18160
H -2.08830 -1.41743 -0.39938
O -1.78371 4.13152 0.64492
O 2.61585 2.41972 0.37084
H -0.39993 3.58822 5.58203
H -1.54950 4.35348 3.51088
C 1.19391 3.35001 -4.48132
N 0.30175 1.85426 2.25953
N 0.39715 -1.78085 -2.51717
H 6.43231 -1.20482 -2.17723
C 1.68966 2.76615 -3.32333
C 3.60788 -0.48846 -0.49585
C 5.91958 -1.92606 -0.22096
N 1.80588 -0.16534 1.81239
C 4.54184 -0.46157 -1.51195
H 3.30926 -2.11036 3.77970
H 0.96464 0.11122 -3.18058
H -2.06300 3.62236 -3.59140
H -0.56873 0.04432 -5.10543
C -1.84583 -0.46480 -3.44836
H -3.41136 -1.38699 -2.31145
H -5.45259 -2.47991 1.58315
H -0.82263 -1.68113 -4.91554
H -3.13325 4.17148 -0.91489
C -2.31662 -2.03528 2.78829
Al 0.14868 0.52548 0.75123
H 2.66198 0.07322 -0.61391
C -0.64499 -0.75454 -4.36845
```

## Properties
HOMO-LUMO gap (alpha / beta) in eV: 6.7 / 2.9
E_HOMO (alpha / beta) in Eh: -0.5894 / -0.5894
Molecular weight in u: 705.7
Spin multiplicity: 1
Net charge: +3
Energy above the lowest of the compared OMol25 structures with the same formula, charge and spin in eV: 1.679